Computed, not measured: C4H8N2 in the gas phase, with the ωB97M-V functional and the def2-TZVPD basis.

Output
LUMO   0.84 eV
Energy above the lowest of the compared OMol25 structures with the same formula, charge and spin   2.9 kcal per mole
Orbital gap   11.18 eV
Calculated total energy   -266.71739 Eh
SMILES   CC(C)(N)C#N

```
14
Properties=species:S:1:pos:R:3:forces:R:3:mulliken_charge:R:1
C -0.800949 1.044737 -0.567271 -0.2 0.1 0.0 -1.573
C -0.038825 -0.123905 0.075681 0.0 0.2 0.0 1.477
C 1.479926 0.063064 0.017802 0.0 0.0 0.0 -1.536
N -0.382159 -1.351306 -0.632587 -0.1 -0.2 0.2 -0.673
C -0.499016 -0.150656 1.499296 -0.4 0.0 0.6 0.016
N -0.977649 -0.129568 2.551055 0.5 -0.1 -0.7 -0.474
H -1.855642 1.010631 -0.263429 0.2 0.0 -0.1 0.377
H -0.761063 0.977018 -1.659035 0.2 0.0 0.2 0.399
H -0.397062 2.004641 -0.232455 0.0 -0.1 -0.1 0.360
H 1.802769 0.090477 -1.027621 -0.1 0.0 0.2 0.371
H 1.988314 -0.771825 0.512029 -0.1 0.1 -0.1 0.370
H 1.783805 0.987939 0.516787 -0.1 -0.1 -0.1 0.354
H 0.044889 -2.151284 -0.174452 0.0 0.0 -0.1 0.263
H -1.387333 -1.499964 -0.615803 0.1 0.0 0.0 0.269
```
Positions in Å, forces in eV/Å.